The following is a DFT calculation (ωB97M-V with the def2-TZVPD basis set) of a cluster of 14 separate species, C5H39N3O13 in total at a distorted geometry.

## Properties
* E_LUMO: -0.3 eV
* Kohn-Sham gap: 8.777 eV
* ΔE to the lowest compared entry with this formula, charge and spin: 63.20 kcal per mole
* E_tot: -1356.20665 a.u.

```
! RIJCOSX wB97M-V def2-TZVPD def2/J DEFGRID3
* xyz 0 1
H -4.7274 -0.6929 -1.7750
H 1.8558 1.2322 1.3293
H 3.0201 -3.3159 1.9089
H 4.4141 1.2019 0.4455
H -1.9515 -1.2894 -0.1629
H -0.3343 -2.2983 -1.6702
H 2.5571 1.8947 -3.9358
H -4.3174 -1.2938 0.2001
C 0.6323 -0.7425 -0.2005
C 1.5143 0.5065 -0.7000
N -1.3818 3.7070 -0.2398
H -0.6214 3.3580 -2.3029
C -0.1808 3.4659 0.1584
O -1.4730 -1.2565 2.1890
H 2.5586 -1.8176 1.4951
H -1.7891 0.1456 -1.0587
H 1.2979 2.1848 -3.2578
H -2.5381 -2.1454 -2.2617
H -4.9407 0.7143 -1.1485
O 0.2045 0.8390 3.2838
H 0.6534 4.1682 0.3686
N 0.1596 2.1717 0.2441
H 0.8506 -1.7561 4.6096
H 1.0817 0.9201 2.8970
H 0.0445 -0.5139 0.6827
H -1.6454 4.6834 -0.1834
H 2.4649 0.0089 -0.8159
O -3.0372 -2.8842 -2.6723
H 4.3239 -0.2050 1.7529
H 0.3388 1.2019 4.1700
H -3.8979 -2.4940 -2.8522
H -3.6335 0.8844 1.2776
H 0.2090 -0.6690 -2.1512
H -4.5383 -2.4355 -0.8694
H -1.3076 2.1361 -2.1654
H -0.5510 1.4575 0.2631
N -1.7102 -0.8545 -1.0456
H 2.2549 2.3028 0.0683
O 0.1307 -2.3868 4.7228
H -2.9538 1.7829 0.1628
H 3.0363 -3.6099 -1.2293
H 1.3479 -1.5563 -0.0773
O 2.8696 -2.4077 2.1802
O -0.7977 2.5812 -2.8588
H 1.6272 -3.9321 -1.6843
H -1.1928 -2.1657 2.3592
O 2.2536 2.1710 -3.0559
O -3.5797 1.0672 0.3360
C -0.3236 -1.2530 -1.3907
C 1.5203 1.5908 0.3388
H -1.4566 -0.7810 3.0239
O 4.4862 -0.5731 0.8734
O 2.1172 -3.5042 -0.9569
O -5.0611 0.1870 -1.9382
H 4.6494 2.1433 -0.9038
H 1.1555 0.7476 -1.6983
O -4.9602 -1.8782 -0.2101
H -0.5690 -1.8967 5.1645
H 5.3816 -0.9237 0.9294
O 4.4596 2.0775 0.0375
*
```

Here are the Löwdin charges for atoms 1 to 2, given in e:
1 H -0.0332
2 H 0.0976